The following is a DFT calculation (ωB97M-V/def2-TZVPD) of C46H56B2ClN6O5SSiTc as an isolated structure at a distorted geometry.

Structure (ORCA input):
```
! RIJCOSX wB97M-V def2-TZVPD def2/J DEFGRID3
* xyz -1 4
Tc 0.36 0.38 0.60
C 4.59 -3.54 0.39
C 4.98 -2.09 0.04
C 4.61 -1.76 -1.40
C 4.46 -1.19 1.14
C 5.22 -1.16 2.32
C 4.53 -0.34 3.16
N 3.43 0.09 2.52
N 3.36 -0.43 1.26
B 2.39 0.84 3.35
N 1.80 2.14 2.75
C 1.65 3.21 3.54
C 1.31 4.28 2.77
C 1.26 3.78 1.46
N 1.53 2.46 1.46
C 1.13 4.66 0.25
C 2.32 5.63 0.22
C -0.17 5.47 0.25
N 1.26 -0.12 3.78
C 0.75 -0.27 5.01
C 0.02 -1.44 5.04
C 0.14 -1.96 3.73
N 0.89 -1.15 2.99
C -0.35 -3.30 3.26
C -1.80 -3.53 3.69
C 0.57 -4.38 3.84
H 4.95 -4.23 -0.37
H 3.51 -3.64 0.45
H 5.03 -3.82 1.36
H 6.07 -2.02 0.12
H 4.67 -0.68 -1.57
H 3.60 -2.09 -1.62
H 5.29 -2.27 -2.08
H 6.14 -1.69 2.51
H 4.74 -0.04 4.17
H 2.97 1.20 4.34
H 1.80 3.13 4.61
H 1.13 5.30 3.08
H 1.17 4.05 -0.65
H 2.25 6.35 1.04
H 2.33 6.18 -0.72
H 3.27 5.09 0.32
H -0.41 5.82 1.26
H -1.00 4.86 -0.11
H -0.08 6.34 -0.40
H 0.94 0.46 5.79
H -0.53 -1.85 5.86
H -0.28 -3.35 2.18
H -1.88 -3.55 4.78
H -2.16 -4.48 3.31
H -2.44 -2.73 3.32
H 0.53 -4.39 4.93
H 1.61 -4.19 3.54
H 0.28 -5.36 3.47
C -3.79 -3.68 -5.53
C -2.76 -3.65 -4.43
C -3.17 -3.72 -3.10
C -2.25 -3.65 -2.08
C -0.91 -3.51 -2.39
C -0.48 -3.47 -3.70
C -1.41 -3.54 -4.72
S 0.29 -3.44 -1.09
O 1.45 -4.13 -1.59
O -0.30 -3.95 0.11
O 0.69 -1.95 -0.82
H -4.51 -2.87 -5.40
H -4.35 -4.62 -5.53
H -3.33 -3.56 -6.51
H -4.23 -3.81 -2.87
H -2.55 -3.71 -1.04
H 0.58 -3.37 -3.91
H -1.08 -3.49 -5.75
C -2.32 2.87 1.15
Si -1.50 1.77 -0.22
C -3.09 1.02 -1.00
C -1.10 2.93 -1.71
C -2.07 3.75 -2.30
C -1.80 4.48 -3.45
C -0.55 4.41 -4.04
C 0.43 3.61 -3.48
C 0.15 2.88 -2.34
H -2.92 3.66 0.71
H -2.98 2.25 1.76
H -1.58 3.32 1.82
H -3.87 1.78 -1.09
H -3.51 0.21 -0.41
H -2.88 0.63 -1.99
H -3.05 3.82 -1.85
H -2.58 5.10 -3.88
H -0.35 4.98 -4.94
H 1.41 3.54 -3.94
H 0.92 2.25 -1.90
Cl -4.33 -1.91 0.80
C -3.69 -0.90 2.06
C -4.57 -0.54 3.07
C -4.13 0.22 4.13
C -2.81 0.63 4.17
C -1.94 0.27 3.16
C -2.34 -0.51 2.06
C -1.35 -0.89 1.02
H -5.60 -0.87 3.01
H -4.82 0.50 4.92
H -2.45 1.24 4.99
H -0.92 0.62 3.18
H -1.84 -1.24 0.11
H -0.76 -1.73 1.40
O 1.46 -0.05 -2.17
B 0.37 -0.62 -1.39
O -0.81 -0.54 -2.24
C -0.42 0.01 -3.41
C -1.16 0.28 -4.54
C -0.49 0.80 -5.65
C 0.88 1.02 -5.62
C 1.63 0.76 -4.48
C 0.95 0.27 -3.38
H -2.23 0.07 -4.57
H -1.05 1.01 -6.55
H 1.37 1.41 -6.51
H 2.70 0.91 -4.45
*
```

Values from the calculation:
HOMO-LUMO gap (spin up / spin down): 7.62 / 7.42 eV
Energy relative to the best compared isomer or geometry (same formula, charge and spin): 114.23 kJ/mol
<S²>: 3.796
E_HOMO (spin up / spin down): -5.2 / -5.0 eV

The following is a DFT calculation (ωB97M-V/def2-TZVPD) of C46H56BrN6O8P2SW as an isolated structure at a distorted geometry.

Structure (ORCA input):
```
! RIJCOSX wB97M-V def2-TZVPD def2/J DEFGRID3
* xyz -1 1
W -0.20 -0.09 -0.19
C -6.40 -1.93 0.38
C -5.76 -1.39 -0.90
C -4.57 -0.52 -0.61
C -4.52 0.83 -0.49
C -5.64 1.82 -0.64
C -6.19 2.28 0.72
C -3.16 1.16 -0.15
N -2.40 0.04 -0.04
C -3.24 -0.99 -0.33
C -2.89 -2.32 -0.32
C -1.70 -2.81 0.19
C -1.41 -4.21 0.37
C -2.23 -5.33 -0.18
C -3.30 -5.83 0.81
C -0.28 -4.26 1.10
C 0.13 -2.90 1.33
C 1.23 -2.54 2.06
C 1.69 -1.25 2.19
N 1.14 -0.14 1.60
C 1.92 0.90 2.04
C 1.70 2.23 1.74
C 0.57 2.72 1.14
N -0.46 1.94 0.72
C -1.43 2.81 0.37
C -2.70 2.45 -0.03
C -1.00 4.17 0.52
C 0.26 4.12 1.01
C 1.16 5.24 1.42
C 1.07 5.53 2.93
C -1.82 5.38 0.19
C -2.78 5.78 1.32
C 2.97 0.44 2.90
C 2.83 -0.91 2.99
C 3.65 -1.86 3.80
C 3.04 -2.10 5.19
C 3.97 1.30 3.63
C 5.25 1.55 2.83
N -0.73 -2.03 0.74
C 0.46 -5.47 1.59
C 0.15 -5.81 3.06
H -7.24 -2.59 0.15
H -6.78 -1.11 1.00
H -5.67 -2.49 0.97
H -6.49 -0.81 -1.46
H -5.45 -2.22 -1.53
H -6.44 1.36 -1.22
H -5.29 2.69 -1.20
H -6.56 1.42 1.29
H -7.01 2.99 0.59
H -5.40 2.76 1.30
H -3.62 -3.04 -0.66
H -1.57 -6.16 -0.44
H -2.71 -5.01 -1.10
H -2.83 -6.22 1.72
H -3.91 -6.62 0.37
H -3.96 -5.01 1.10
H 1.81 -3.32 2.51
H 2.46 2.93 2.07
H -3.41 3.25 -0.24
H 0.88 6.14 0.87
H 2.19 5.01 1.15
H 0.06 5.82 3.20
H 1.76 6.33 3.22
H 1.32 4.63 3.50
H -2.39 5.19 -0.72
H -1.15 6.22 -0.03
H -3.45 4.95 1.56
H -3.39 6.64 1.04
H -2.23 6.02 2.23
H 4.66 -1.47 3.91
H 3.73 -2.81 3.27
H 2.99 -1.16 5.75
H 3.64 -2.81 5.77
H 2.03 -2.49 5.11
H 4.21 0.81 4.58
H 3.50 2.25 3.88
H 5.82 0.62 2.72
H 5.89 2.27 3.34
H 5.01 1.92 1.84
H 1.53 -5.31 1.47
H 0.20 -6.33 0.96
H 0.44 -4.98 3.71
H 0.68 -6.70 3.37
H -0.92 -5.98 3.19
N 5.12 -0.76 -0.16
C 4.12 -0.83 -1.30
C 4.86 -1.02 -2.62
P 3.20 0.81 -1.21
O 3.42 1.34 -2.72
O 4.01 1.59 -0.22
O 1.72 0.69 -1.04
P 3.04 -2.32 -0.85
O 3.12 -3.27 -2.14
O 3.84 -2.94 0.27
O 1.66 -1.83 -0.67
H 6.08 -0.80 -0.49
H 4.89 -1.61 0.42
H 4.95 0.15 0.31
H 5.56 -0.20 -2.80
H 4.15 -1.03 -3.45
H 5.39 -1.98 -2.63
H 2.64 1.85 -2.99
H 2.29 -3.26 -2.66
S 0.20 -3.16 -3.88
C -0.24 -2.06 -2.77
N -0.49 -1.29 -1.94
Br 0.92 3.93 -2.29
C -0.84 4.02 -3.01
C -1.18 5.27 -3.50
C -2.45 5.50 -4.01
C -3.38 4.47 -4.02
C -3.01 3.22 -3.56
C -1.74 2.95 -3.04
C -1.53 1.50 -2.62
O -2.34 0.69 -3.04
O -0.55 1.30 -1.82
H -0.45 6.07 -3.48
H -2.71 6.48 -4.39
H -4.38 4.65 -4.39
H -3.70 2.39 -3.58
*
```

Values from the calculation:
HOMO-LUMO gap (spin up / spin down): 5.26 / 5.06 eV
E_HOMO (spin up / spin down): -3.7 / -3.5 eV

The following is a DFT calculation (ωB97M-V/def2-TZVPD) of C46H58Cl2MgN4O4PS2SeSi as an isolated structure at a distorted geometry.

Structure (ORCA input):
```
! RIJCOSX wB97M-V def2-TZVPD def2/J DEFGRID3
* xyz -1 1
Mg -0.16 0.71 1.08
Cl -1.34 0.84 3.74
C -0.14 1.21 4.93
C -0.56 1.47 6.22
C 0.37 1.82 7.18
C 1.71 1.89 6.82
C 2.11 1.61 5.53
Cl 3.80 1.74 5.16
C 1.21 1.23 4.51
S 1.72 0.83 2.91
H -1.61 1.41 6.46
H 0.07 2.03 8.19
H 2.46 2.16 7.55
O 0.46 -2.09 2.83
N 0.84 -1.95 1.52
C 0.38 -2.83 0.74
C -0.54 -3.95 1.05
C -0.15 -5.23 0.65
C -0.94 -6.33 0.92
C -2.15 -6.17 1.58
C -2.55 -4.90 1.96
C -1.77 -3.78 1.69
P -2.37 -2.08 2.08
C -3.85 -1.91 0.99
C -4.36 -2.87 0.12
C -5.42 -2.56 -0.72
C -5.99 -1.30 -0.70
C -5.48 -0.33 0.15
C -4.41 -0.63 0.98
C -3.12 -2.42 3.73
C -4.42 -2.06 4.08
C -4.88 -2.23 5.38
C -4.04 -2.75 6.36
C -2.74 -3.11 6.02
C -2.28 -2.94 4.72
H 0.90 -1.30 3.22
H 0.75 -2.75 -0.28
H 0.81 -5.35 0.15
H -0.61 -7.32 0.61
H -2.78 -7.03 1.79
H -3.49 -4.77 2.48
H -3.92 -3.85 0.07
H -5.79 -3.31 -1.41
H -6.83 -1.06 -1.35
H -5.90 0.67 0.16
H -3.98 0.14 1.61
H -5.09 -1.65 3.34
H -5.89 -1.94 5.64
H -4.39 -2.87 7.37
H -2.08 -3.51 6.78
H -1.26 -3.20 4.47
C -2.90 -0.44 -2.40
C -2.17 0.51 -1.44
C -1.36 1.53 -2.24
C -1.25 -0.26 -0.49
H -3.48 0.11 -3.16
H -3.59 -1.08 -1.85
H -2.18 -1.08 -2.92
H -2.95 1.02 -0.86
H -0.60 1.02 -2.83
H -0.82 2.21 -1.57
H -1.99 2.12 -2.91
H -0.43 -0.69 -1.08
H -1.81 -1.11 -0.06
Se 0.73 5.19 3.65
N -0.26 6.24 2.62
C -0.92 5.43 1.81
C -1.85 5.84 0.81
C -2.47 4.86 0.11
C -2.17 3.48 0.35
N -1.30 3.04 1.22
C -0.68 4.01 1.98
N 0.17 3.70 2.93
H -2.03 6.89 0.63
H -3.19 5.10 -0.66
H -2.68 2.73 -0.23
C 4.52 -1.62 -1.54
C 5.14 -0.33 -2.08
C 6.10 -0.67 -3.22
C 5.87 0.42 -0.97
O 4.17 0.57 -2.62
Si 2.55 0.75 -2.32
S 2.17 0.79 -0.30
O 1.72 -0.44 -3.10
C 1.65 -0.80 -4.48
C 0.31 -0.29 -5.03
C 1.70 -2.32 -4.53
C 2.78 -0.21 -5.32
O 2.14 2.11 -3.17
C 2.64 3.44 -3.16
C 3.03 3.89 -1.75
C 3.86 3.51 -4.08
C 1.51 4.31 -3.69
H 5.31 -2.31 -1.24
H 3.91 -2.09 -2.31
H 3.89 -1.40 -0.68
H 6.91 -1.31 -2.86
H 6.53 0.24 -3.65
H 5.57 -1.21 -4.01
H 6.68 -0.20 -0.55
H 5.16 0.66 -0.18
H 6.30 1.34 -1.36
H -0.51 -0.69 -4.45
H 0.19 -0.60 -6.07
H 0.29 0.80 -4.98
H 0.96 -2.73 -3.84
H 2.69 -2.68 -4.25
H 1.47 -2.68 -5.54
H 2.73 0.88 -5.29
H 2.69 -0.55 -6.35
H 3.75 -0.51 -4.93
H 3.86 3.29 -1.37
H 2.19 3.76 -1.06
H 3.32 4.94 -1.77
H 4.59 2.77 -3.77
H 4.30 4.51 -4.05
H 3.56 3.29 -5.11
H 0.64 4.24 -3.03
H 1.22 3.98 -4.69
H 1.83 5.36 -3.75
*
```

Values from the calculation:
HOMO-LUMO gap: 5.24 eV
Energy relative to the best compared isomer or geometry (same formula, charge and spin): 40.84 kJ/mol
E_HOMO: -4.5 eV

The following is a DFT calculation (ωB97M-V/def2-TZVPD) of a 10-piece molecular cluster, C46H58Cl4O26 overall at a distorted geometry.

Structure (ORCA input):
```
! RIJCOSX wB97M-V def2-TZVPD def2/J DEFGRID3
* xyz 0 1
Cl 2.75 -3.18 1.44
C 4.33 -3.02 0.62
C 4.56 -1.63 0.14
Cl 4.88 -0.48 1.49
H 4.28 -3.67 -0.26
H 5.09 -3.50 1.23
H 3.77 -1.25 -0.49
H 5.49 -1.58 -0.43
Cl -0.20 -1.34 0.15
C -0.03 0.44 0.54
C 1.35 0.85 0.04
Cl 1.41 0.65 -1.74
H -0.09 0.52 1.62
H -0.83 0.94 0.01
H 2.10 0.23 0.53
H 1.50 1.91 0.19
C -0.57 -1.24 4.17
O 0.40 -0.18 4.14
C 1.71 -0.59 3.97
C 2.33 -0.85 5.37
O 3.70 -1.08 5.31
C 4.07 -2.30 4.68
H -1.51 -0.73 4.38
H -0.33 -1.95 4.97
H -0.63 -1.72 3.19
H 2.32 0.14 3.45
H 1.79 -1.59 3.53
H 1.86 -1.77 5.78
H 2.09 -0.02 6.03
H 4.24 -2.07 3.63
H 3.33 -3.10 4.79
H 5.02 -2.58 5.12
C -5.06 3.63 3.73
O -5.23 2.44 4.41
C -6.09 1.55 3.74
C -5.61 1.03 2.40
O -4.50 0.17 2.46
C -3.32 0.85 2.71
H -4.45 3.52 2.83
H -4.52 4.38 4.32
H -6.01 4.14 3.50
H -7.08 2.03 3.63
H -6.30 0.67 4.35
H -5.39 1.84 1.69
H -6.41 0.42 1.96
H -2.45 0.19 2.61
H -3.27 1.29 3.71
H -3.11 1.60 1.93
C 0.64 -4.93 -0.66
O 0.31 -5.79 -1.73
C -1.10 -5.88 -1.86
C -1.45 -7.06 -2.69
O -0.75 -8.18 -2.24
C -1.21 -9.37 -2.75
H 0.25 -3.92 -0.83
H 1.72 -4.93 -0.65
H 0.26 -5.29 0.30
H -1.41 -4.97 -2.41
H -1.57 -5.85 -0.88
H -1.32 -6.89 -3.76
H -2.53 -7.24 -2.51
H -0.85 -10.20 -2.14
H -0.87 -9.55 -3.78
H -2.31 -9.48 -2.79
C 3.32 -3.52 -3.67
C 3.28 -3.70 -4.99
C 2.11 -3.25 -5.82
O 2.14 -3.35 -7.03
C 1.01 -2.66 -5.08
C 1.00 -2.51 -3.75
C 2.23 -2.85 -2.95
O 2.33 -2.56 -1.78
O -0.02 -1.96 -3.11
O 4.28 -4.29 -5.65
H 4.10 -3.98 -3.09
H 0.12 -2.40 -5.65
H 0.16 -2.02 -2.14
H 4.12 -4.19 -6.61
C 3.40 7.00 1.01
C 3.17 6.37 2.17
C 2.30 5.16 2.23
O 2.21 4.46 3.22
C 1.50 4.86 1.03
C 1.67 5.55 -0.10
C 2.74 6.60 -0.22
O 3.01 7.05 -1.28
O 0.92 5.37 -1.20
O 3.82 6.66 3.29
H 4.10 7.82 1.01
H 0.79 4.05 1.15
H 1.12 6.11 -1.82
H 3.73 5.97 3.96
C 4.19 -0.24 -6.45
C 3.82 -0.46 -7.71
C 2.44 -0.14 -8.23
O 2.11 -0.36 -9.37
C 1.57 0.54 -7.26
C 1.95 0.77 -6.01
C 3.32 0.40 -5.48
O 3.59 0.55 -4.32
O 1.08 1.24 -5.11
O 4.65 -0.95 -8.62
H 5.21 -0.48 -6.18
H 0.61 0.82 -7.67
H 1.53 1.41 -4.27
H 4.13 -1.14 -9.42
C -1.43 4.91 3.51
C -1.10 6.07 4.09
C -0.32 6.12 5.36
O -0.03 7.16 5.89
C 0.07 4.82 5.90
C -0.16 3.68 5.26
C -0.86 3.63 3.94
O -0.98 2.68 3.24
O 0.17 2.52 5.81
O -1.66 7.25 3.75
H -1.92 4.94 2.54
H 0.49 4.80 6.90
H -0.13 1.79 5.23
H -1.38 7.92 4.41
C -4.30 -0.45 -0.90
C -3.95 0.67 -1.53
C -5.00 1.56 -2.15
O -4.66 2.50 -2.80
C -6.37 1.18 -1.88
C -6.73 0.15 -1.13
C -5.68 -0.76 -0.55
O -5.95 -1.64 0.20
O -7.98 -0.16 -0.85
O -2.70 1.02 -1.83
H -3.53 -1.09 -0.47
H -7.17 1.76 -2.34
H -7.98 -1.01 -0.37
H -2.78 1.78 -2.45
*
```

Values from the calculation:
SMILES string: O=C1C=C(O)C(=O)C=C1O.O=C1C=C(O)C(=O)C=C1O.O=C1C=C(O)C(=O)C=C1O.O=C1C=C(O)C(=O)C=C1O.O=C1C=C(O)C(=O)C=C1O.COCCOC.COCCOC.COCCOC.ClCCCl.ClCCCl
HOMO-LUMO gap: 7.62 eV
Energy relative to the best compared isomer or geometry (same formula, charge and spin): 0.00 kJ/mol
E_HOMO: -9.2 eV

Computed total energy (eV) in order:
-102582.1253, -175225.4451, -197474.2020, -151960.6828